(1)
ORCA calculation (ωB97M-V/def2-TZVPD) on a cluster of 12 separate species, C46H75B2Cl22FN4O6PS2 in total at a distorted geometry.

Output
Charge: +1
HOMO-LUMO gap (eV): 7.6
Total energy (hartree): -13879.82989
E_HOMO (eV): -10.25
2S+1: 1
Maximum force (eV Å⁻¹): 4.77

XYZ file:
```
159
Properties=species:S:1:pos:R:3:mulliken_charge:R:1
C -0.934 -0.659 1.458 -0.871
C -0.736 0.437 0.742 -0.314
C 0.487 0.734 -0.054 -0.123
C 0.368 1.165 -1.535 2.173
C 0.660 2.635 -1.857 -1.473
C -0.524 3.540 -1.498 -0.360
C -1.679 3.288 -2.507 -0.876
S -3.053 2.419 -1.637 0.678
C -3.792 1.370 -2.849 -0.475
S -3.013 1.053 -4.256 -0.219
N -5.052 0.756 -2.659 0.677
C -6.043 1.634 -2.057 -0.299
C -7.028 2.122 -2.893 -0.420
C -8.001 2.963 -2.384 -0.540
C -8.024 3.331 -1.053 -0.591
C -7.039 2.818 -0.225 -0.693
C -6.070 1.973 -0.713 0.710
C -4.998 -0.521 -1.990 -0.454
C -5.957 -1.458 -2.327 -0.210
C -5.966 -2.708 -1.754 -0.712
C -5.040 -3.063 -0.783 -0.402
C -4.095 -2.115 -0.452 -1.150
C -4.050 -0.870 -1.048 1.275
N 1.178 0.229 -2.346 0.525
C 0.213 -0.385 -3.312 -0.539
C -0.611 -1.550 -2.789 0.832
O -1.054 -2.382 -3.571 -0.573
F -0.817 -1.712 -1.458 -0.107
C 1.819 -0.623 -1.478 -1.466
N 2.633 -1.571 -1.840 -0.002
B 3.014 -1.809 -3.294 0.991
C 2.585 -3.115 -4.044 -0.579
O 3.730 -0.876 -3.990 -0.574
B 3.280 -2.520 -0.858 0.875
O 4.604 -2.731 -0.872 -0.382
O 2.461 -3.137 0.049 -0.533
N 1.506 -0.355 -0.172 0.886
P 2.893 0.271 0.770 -0.129
O 3.398 1.653 0.044 -0.421
O 2.330 0.591 2.259 -0.493
H -1.817 -0.828 2.059 0.093
H -0.168 -1.432 1.505 0.214
H -1.493 1.214 0.755 0.217
H 0.867 1.657 0.424 0.678
H -0.714 1.141 -1.714 -1.260
H 1.555 3.013 -1.339 -0.205
H 0.830 2.774 -2.928 0.400
H -0.256 4.593 -1.560 0.242
H -0.887 3.365 -0.489 0.269
H -1.258 2.675 -3.297 0.502
H -2.141 4.201 -2.873 0.494
H -7.065 1.892 -3.949 0.492
H -8.769 3.344 -3.045 0.383
H -8.791 4.000 -0.694 0.444
H -7.065 3.099 0.821 0.393
H -5.304 1.555 -0.071 -0.275
H -6.709 -1.234 -3.072 0.510
H -6.715 -3.436 -2.038 0.388
H -5.060 -4.043 -0.330 0.261
H -3.360 -2.381 0.300 0.425
H -3.258 -0.197 -0.742 -0.079
H -0.421 0.355 -3.796 0.476
H 0.800 -0.811 -4.130 -0.049
H 2.392 -3.960 -3.379 0.292
H 1.715 -2.880 -4.669 0.322
H 3.365 -3.432 -4.739 0.082
H 4.645 -0.930 -3.661 0.109
H 4.772 -3.465 -0.265 0.321
H 1.555 -3.126 -0.279 0.293
H 4.329 1.486 -0.148 0.329
H 1.539 0.041 2.402 0.360
Cl -2.673 4.925 0.441 0.035
C -2.904 6.687 0.616 -0.543
C -3.849 7.221 -0.431 -0.553
Cl -3.155 7.157 -2.076 -0.163
H -1.932 7.158 0.564 0.237
H -3.314 6.862 1.610 0.314
H -4.086 8.263 -0.229 0.349
H -4.777 6.653 -0.440 0.401
Cl 2.695 5.684 -0.593 -0.163
C 4.165 4.972 0.118 -0.012
C 4.686 5.787 1.275 -0.483
Cl 5.336 7.356 0.740 -0.177
H 4.910 4.880 -0.670 0.336
H 3.901 3.975 0.458 -0.105
H 5.500 5.254 1.765 0.334
H 3.910 5.978 2.013 0.344
Cl -3.667 -0.820 4.448 -0.168
C -3.811 0.950 4.621 -0.562
C -4.732 1.547 3.589 -0.692
Cl -4.043 1.465 1.945 0.129
H -2.813 1.377 4.559 0.299
H -4.205 1.140 5.618 0.394
H -4.900 2.600 3.810 0.323
H -5.696 1.043 3.573 0.339
Cl 4.358 -4.742 5.037 -0.218
C 2.687 -5.373 4.978 0.486
C 1.666 -4.320 5.326 -0.306
Cl 1.744 -3.858 7.047 -0.193
H 2.610 -6.215 5.663 -0.566
H 2.523 -5.733 3.963 0.320
H 0.664 -4.710 5.147 0.221
H 1.795 -3.422 4.731 0.279
Cl 2.098 -8.241 6.531 -0.233
C 3.457 -8.526 7.658 -0.515
C 3.032 -9.463 8.756 -0.481
Cl 1.844 -8.650 9.802 -0.168
H 3.781 -7.568 8.057 0.317
H 4.277 -8.948 7.080 0.390
H 3.883 -9.742 9.376 0.350
H 2.589 -10.375 8.364 0.303
Cl 4.159 8.116 -4.398 -0.192
C 5.295 7.566 -3.141 -0.147
C 6.574 8.362 -3.140 -0.406
Cl 7.565 8.045 -4.587 -0.192
H 5.486 6.507 -3.300 0.281
H 4.788 7.683 -2.184 0.027
H 7.177 8.086 -2.276 0.260
H 6.378 9.430 -3.093 0.354
Cl -1.344 9.399 -0.517 -0.135
C -1.561 11.172 -0.489 -0.554
C -2.578 11.630 -1.504 -0.371
Cl -1.996 11.425 -3.173 -0.174
H -0.592 11.632 -0.659 0.376
H -1.895 11.436 0.513 0.275
H -2.781 12.690 -1.365 0.329
H -3.514 11.085 -1.405 0.255
Cl 7.038 -1.582 -4.485 -0.155
C 7.237 -0.918 -6.129 -0.501
C 5.921 -0.819 -6.858 -0.351
Cl 5.252 -2.421 -7.261 -0.163
H 7.945 -1.548 -6.660 0.335
H 7.675 0.073 -6.021 0.327
H 6.062 -0.288 -7.798 0.381
H 5.177 -0.284 -6.272 0.171
Cl -2.304 -6.087 6.640 -0.158
C -1.079 -6.387 7.906 0.010
C -1.607 -7.259 9.019 -0.213
Cl -2.838 -6.433 10.008 -0.202
H -0.738 -5.424 8.277 0.320
H -0.239 -6.883 7.423 -0.150
H -0.789 -7.524 9.687 0.048
H -2.046 -8.176 8.633 0.365
Cl 5.859 -5.036 -4.903 -0.088
C 6.209 -6.047 -6.329 -0.520
C 7.583 -6.660 -6.263 -0.451
Cl 8.868 -5.438 -6.437 -0.176
H 6.090 -5.428 -7.216 0.264
H 5.454 -6.832 -6.356 0.333
H 7.707 -7.371 -7.078 0.323
H 7.741 -7.184 -5.323 0.311
Cl -5.233 -8.182 4.261 -0.180
C -5.346 -6.408 4.383 -0.332
C -6.130 -5.818 3.238 -0.412
Cl -5.304 -5.943 1.658 -0.207
H -4.335 -6.009 4.433 0.173
H -5.847 -6.184 5.323 0.330
H -6.299 -4.757 3.417 0.276
H -7.095 -6.307 3.136 0.344
```

***

(2)
ORCA calculation (ωB97M-V/def2-TZVPD) on a cluster of 10 separate species, C46H77F21O23 in total at a distorted geometry.

Output
Charge: 0
HOMO-LUMO gap (eV): 10.0
Total energy (hartree): -5626.47810
E_HOMO (eV): -9.53
SMILES: CCOC(=O)C(F)(F)F.CCOC(=O)C(F)(F)F.CCOC(=O)C(F)(F)F.CCOC(=O)C(F)(F)F.CCOC(=O)C(F)(F)F.CCOC(=O)C(F)(F)F.CCOC(=O)C(F)(F)F.COCCOCCOC.COCCOCCOC.COCCOCCOC
2S+1: 1
Relative energy (zero: lowest compared OMol25 entry of this formula, charge and spin) (kcal/mol): 80.5
Maximum force (eV Å⁻¹): 4.34

XYZ file:
```
167
Properties=species:S:1:pos:R:3:mulliken_charge:R:1
C 11.383 0.181 -19.807 0.537
O 10.812 1.406 -20.161 -0.423
C 9.476 1.491 -20.474 -0.834
C 8.438 0.505 -19.780 -0.021
O 8.543 0.583 -18.387 1.443
C 7.722 -0.447 -17.830 -1.056
C 7.593 -0.250 -16.310 0.118
O 6.772 0.877 -16.153 -0.075
C 6.751 1.475 -14.861 -0.432
H 11.044 -0.694 -20.362 -0.531
H 11.172 -0.023 -18.757 -0.269
H 12.437 0.235 -20.079 0.396
H 9.458 1.307 -21.548 -0.009
H 9.097 2.509 -20.388 0.219
H 8.511 -0.480 -20.241 -0.683
H 7.438 0.843 -20.051 0.850
H 8.060 -1.453 -18.078 -0.048
H 6.678 -0.355 -18.128 0.225
H 8.582 -0.105 -15.877 0.297
H 7.081 -1.067 -15.801 -0.124
H 6.985 0.735 -14.096 0.037
H 5.801 1.868 -14.498 0.171
H 7.487 2.278 -14.834 0.129
C 18.259 -6.585 -24.541 -0.832
O 17.335 -5.578 -24.872 -0.273
C 17.858 -4.702 -25.875 -0.644
C 17.001 -3.422 -26.168 -0.283
O 17.038 -2.456 -25.149 -0.450
C 16.418 -2.811 -23.975 -0.277
C 16.451 -1.618 -23.054 -0.592
O 15.658 -1.928 -21.894 -0.181
C 15.436 -0.767 -21.082 -0.664
H 18.744 -7.147 -25.338 0.319
H 17.698 -7.302 -23.942 0.252
H 19.004 -6.173 -23.860 0.342
H 18.017 -5.169 -26.847 0.489
H 18.816 -4.331 -25.510 0.334
H 15.988 -3.691 -26.467 0.011
H 17.210 -2.905 -27.104 0.491
H 17.022 -3.602 -23.529 0.287
H 15.465 -3.299 -24.179 0.258
H 16.078 -0.835 -23.714 0.304
H 17.483 -1.368 -22.807 0.379
H 16.342 -0.257 -20.753 0.437
H 14.926 -1.123 -20.187 0.015
H 14.755 -0.101 -21.611 0.304
C 7.733 -1.938 -12.923 -0.272
O 8.373 -2.733 -13.945 -0.159
C 9.698 -3.085 -13.714 -0.329
C 10.233 -3.924 -14.857 -0.902
O 10.461 -3.138 -16.074 -0.009
C 11.030 -3.866 -17.176 -0.841
C 11.357 -2.984 -18.352 1.003
O 11.970 -3.752 -19.396 -0.264
C 13.336 -4.116 -19.203 -0.999
H 7.873 -2.479 -11.987 0.589
H 6.658 -1.892 -13.097 -0.429
H 8.134 -0.925 -12.940 0.140
H 9.889 -3.692 -12.829 0.413
H 10.319 -2.192 -13.648 0.119
H 9.570 -4.765 -15.061 0.320
H 11.238 -4.271 -14.615 0.422
H 10.308 -4.625 -17.479 0.304
H 11.879 -4.468 -16.852 0.395
H 12.012 -2.168 -18.047 0.118
H 10.467 -2.597 -18.848 -0.784
H 13.867 -4.438 -20.098 0.334
H 13.395 -4.908 -18.456 0.375
H 13.968 -3.275 -18.917 0.364
C 8.399 3.895 -17.781 0.000
C 8.018 4.914 -16.749 -0.870
O 6.619 4.985 -16.609 -0.214
C 6.024 5.702 -15.603 0.312
O 6.635 6.536 -14.895 -0.560
C 4.463 5.511 -15.511 0.882
F 4.103 4.392 -16.166 -0.222
F 4.173 5.365 -14.193 -0.247
F 3.844 6.569 -16.023 -0.236
H 9.461 4.018 -17.994 0.284
H 7.796 4.009 -18.682 0.406
H 8.335 2.888 -17.370 -0.460
H 8.219 5.906 -17.154 0.489
H 8.453 4.820 -15.754 0.437
C 8.216 -3.326 -20.724 -0.229
C 7.029 -2.740 -21.533 -0.175
O 7.238 -2.777 -22.949 -0.405
C 8.177 -1.963 -23.471 -0.170
O 8.726 -1.119 -22.766 0.131
C 8.288 -2.018 -24.999 0.641
F 8.970 -0.935 -25.453 -0.103
F 8.964 -3.148 -25.426 -0.253
F 7.041 -2.038 -25.445 -0.243
H 8.663 -4.148 -21.283 0.496
H 7.913 -3.640 -19.725 0.140
H 8.915 -2.514 -20.522 -0.490
H 6.753 -1.757 -21.153 0.174
H 6.180 -3.408 -21.388 0.315
C 10.619 1.991 -25.039 -0.714
C 9.943 3.120 -24.241 -0.502
O 8.712 2.777 -23.607 -0.196
C 7.636 2.320 -24.312 0.407
O 7.577 2.044 -25.495 -0.543
C 6.426 1.817 -23.373 0.961
F 6.714 2.066 -22.083 -0.247
F 5.292 2.454 -23.742 -0.285
F 6.265 0.493 -23.502 -0.248
H 10.183 1.814 -26.022 0.370
H 10.638 1.010 -24.566 -0.040
H 11.662 2.294 -25.134 0.433
H 9.761 4.027 -24.817 0.386
H 10.451 3.395 -23.317 0.303
C 12.296 3.174 -17.380 -1.649
C 11.244 2.133 -16.889 1.072
O 10.947 2.306 -15.527 -0.023
C 11.691 1.791 -14.500 0.275
O 12.813 1.326 -14.625 -0.540
C 10.970 1.838 -13.137 0.904
F 11.642 2.711 -12.331 -0.260
F 9.677 2.166 -13.285 -0.153
F 11.011 0.576 -12.610 -0.246
H 13.315 2.868 -17.142 0.443
H 12.099 4.080 -16.807 0.420
H 12.171 3.376 -18.444 0.324
H 11.728 1.188 -17.133 0.062
H 10.406 2.220 -17.580 -0.619
C 4.173 -2.558 -11.626 -0.772
C 4.961 -2.018 -10.428 -0.151
O 4.693 -0.592 -10.355 -0.343
C 5.744 0.272 -10.599 0.473
O 6.875 -0.152 -10.783 -0.534
C 5.290 1.753 -10.699 0.845
F 4.716 1.898 -11.896 -0.210
F 4.481 2.109 -9.706 -0.245
F 6.328 2.565 -10.715 -0.238
H 3.109 -2.331 -11.565 0.439
H 4.071 -3.643 -11.621 0.396
H 4.516 -2.207 -12.599 -0.153
H 6.020 -2.253 -10.538 0.200
H 4.563 -2.621 -9.612 0.358
C 3.505 0.070 -15.858 -1.546
C 4.141 -1.210 -15.280 0.951
O 4.624 -1.927 -16.386 -0.211
C 4.899 -3.284 -16.273 0.299
O 4.782 -3.930 -15.227 -0.567
C 5.343 -3.941 -17.640 1.061
F 6.529 -4.477 -17.410 -0.222
F 4.409 -4.875 -17.910 -0.255
F 5.472 -3.015 -18.694 -0.196
H 3.084 0.772 -15.139 0.393
H 2.773 -0.269 -16.591 0.396
H 4.247 0.657 -16.399 0.209
H 3.312 -1.752 -14.825 0.653
H 4.979 -1.124 -14.588 -0.774
C 12.393 -2.676 -22.163 -0.607
C 12.315 -1.609 -23.232 0.366
O 12.227 -2.245 -24.493 -0.351
C 12.904 -1.766 -25.556 0.623
O 13.539 -0.715 -25.515 -0.574
C 12.664 -2.512 -26.889 0.660
F 13.186 -3.750 -26.811 -0.255
F 11.337 -2.649 -27.105 -0.180
F 13.233 -1.924 -27.958 -0.261
H 11.462 -3.239 -22.096 0.329
H 12.696 -2.181 -21.241 -0.120
H 13.181 -3.418 -22.290 0.472
H 13.166 -0.928 -23.241 0.351
H 11.466 -0.968 -22.994 -0.485
```

***

(3)
ORCA calculation (ωB97M-V/def2-TZVPD) on a structure of composition C46H79BCl2I2N9O5 at a distorted geometry.

Output
Charge: +1
HOMO-LUMO gap (eV): 7.3
Total energy (hartree): -4209.49676
E_HOMO (eV): -11.35
2S+1: 1
Maximum force (eV Å⁻¹): 2.42

XYZ file:
```
144
Properties=species:S:1:pos:R:3:mulliken_charge:R:1
C -0.549 -1.480 4.961 -1.337
C 0.190 -0.633 3.943 -0.205
O -0.744 0.005 3.086 -0.347
C -0.157 0.704 2.013 -2.065
C -0.161 2.244 2.164 3.382
C 1.337 2.561 2.600 -1.520
Cl 1.529 3.849 3.854 -0.222
C 2.425 2.738 1.529 1.185
C 3.740 3.323 2.078 -1.511
Cl 2.903 1.121 0.903 -0.149
N -1.028 2.787 3.281 -0.790
I -1.420 2.083 5.181 0.297
C -1.625 3.870 2.966 -0.957
C -1.308 4.344 1.535 -1.957
I -3.242 5.209 0.983 0.200
N -0.253 5.325 1.681 1.200
C -0.594 6.492 2.520 0.567
C -0.333 6.490 4.004 -1.335
O -0.988 7.518 1.976 -0.495
C 0.259 5.884 0.421 0.631
C 1.693 6.338 0.496 -1.535
O -0.413 6.015 -0.570 -0.387
C -0.935 2.935 0.990 2.193
C -2.202 2.093 0.567 -2.961
C -3.055 1.399 1.636 0.636
C -4.370 0.863 1.029 -1.620
C -5.520 1.855 0.924 -1.753
N -5.578 2.841 2.015 0.605
C -6.609 3.871 1.737 -1.253
C -5.776 2.256 3.270 0.629
C -5.860 3.233 4.420 -1.357
O -5.854 1.053 3.453 -0.581
B -0.288 2.892 -0.494 0.762
C -0.908 3.681 -1.698 -0.989
O 0.781 2.079 -0.802 -0.899
H 0.020 -2.375 5.172 0.419
H -1.532 -1.744 4.589 0.234
H -0.655 -0.951 5.902 0.286
H 0.868 -1.280 3.386 0.457
H 0.827 0.077 4.475 0.255
H 0.855 0.337 1.885 0.697
H -0.672 0.393 1.114 0.183
H 1.658 1.705 3.178 0.623
H 2.146 3.387 0.712 -0.309
H 4.498 3.077 1.342 0.553
H 4.042 2.847 3.003 0.276
H 3.715 4.402 2.135 0.259
H -2.318 4.365 3.624 1.558
H -0.682 5.609 4.529 0.303
H 0.744 6.550 4.133 0.286
H -0.755 7.395 4.414 0.425
H 1.679 7.409 0.321 0.448
H 2.088 6.192 1.495 0.202
H 2.288 5.851 -0.264 0.406
H -1.809 1.279 -0.044 0.741
H -2.819 2.650 -0.128 0.565
H -2.546 0.509 1.982 -0.072
H -3.303 1.979 2.517 0.250
H -4.682 0.040 1.660 0.672
H -4.129 0.436 0.060 0.618
H -5.421 2.413 -0.002 0.731
H -6.457 1.300 0.906 0.392
H -7.570 3.585 2.156 0.368
H -6.716 3.980 0.668 0.407
H -6.327 4.822 2.178 0.402
H -6.866 3.641 4.451 0.361
H -5.202 4.081 4.246 0.283
H -5.623 2.739 5.350 0.380
H -0.145 4.102 -2.342 0.403
H -1.446 2.933 -2.286 0.161
H -1.635 4.422 -1.395 0.308
H 0.679 1.148 -0.596 0.269
C 3.747 -1.138 -1.783 -0.749
C 4.972 -1.120 -2.690 -0.590
C 5.041 -2.333 -3.624 -0.376
C 5.112 -3.578 -2.858 0.247
N 5.162 -4.544 -2.235 -0.482
H 3.755 -2.007 -1.122 0.417
H 3.726 -0.247 -1.155 0.013
H 2.825 -1.163 -2.367 0.334
H 5.876 -1.085 -2.079 0.289
H 4.962 -0.213 -3.297 0.341
H 5.922 -2.274 -4.264 0.330
H 4.162 -2.372 -4.269 0.289
C 7.193 -6.115 -5.011 -1.014
C 6.038 -6.379 -5.969 -0.333
C 6.451 -7.209 -7.190 -0.464
C 7.480 -6.518 -7.969 0.226
N 8.275 -5.959 -8.581 -0.409
H 7.985 -5.537 -5.489 0.343
H 6.845 -5.553 -4.146 0.153
H 7.624 -7.051 -4.650 0.342
H 5.619 -5.427 -6.306 0.245
H 5.243 -6.906 -5.440 0.310
H 5.594 -7.389 -7.839 0.290
H 6.844 -8.177 -6.878 0.293
C 6.037 -1.355 2.779 -1.001
C 6.982 -0.161 2.842 -0.293
C 7.100 0.418 4.255 -0.487
C 5.787 0.891 4.705 0.324
N 4.738 1.256 5.001 -0.455
H 5.028 -1.070 3.080 0.210
H 5.978 -1.743 1.762 0.278
H 6.372 -2.168 3.425 0.356
H 6.627 0.623 2.169 0.172
H 7.970 -0.460 2.490 0.326
H 7.791 1.261 4.273 0.290
H 7.468 -0.332 4.956 0.324
C -2.783 -3.432 1.895 -1.058
C -3.274 -4.848 1.638 -0.219
C -2.728 -5.855 2.657 -0.569
C -1.264 -5.888 2.624 0.258
N -0.116 -5.914 2.587 -0.462
H -1.697 -3.368 1.805 0.344
H -3.212 -2.741 1.169 0.313
H -3.066 -3.094 2.896 0.361
H -2.980 -5.143 0.633 -0.062
H -4.365 -4.871 1.674 0.416
H -3.101 -6.857 2.446 0.352
H -3.041 -5.588 3.667 0.284
C -5.876 -5.532 -2.984 -1.134
C -4.684 -6.177 -3.682 -0.403
C -3.504 -6.430 -2.737 -0.363
C -3.011 -5.179 -2.158 0.239
N -2.637 -4.192 -1.705 -0.453
H -5.620 -4.549 -2.586 0.336
H -6.701 -5.398 -3.682 0.332
H -6.230 -6.152 -2.158 0.300
H -4.358 -5.541 -4.507 0.290
H -4.990 -7.130 -4.116 0.310
H -2.681 -6.907 -3.269 0.305
H -3.802 -7.092 -1.922 0.295
C -2.688 3.173 -6.232 -1.185
C -1.794 1.972 -5.946 -0.333
C -2.574 0.753 -5.437 -0.471
C -3.268 1.059 -4.184 0.309
N -3.807 1.299 -3.199 -0.457
H -3.190 3.521 -5.329 0.327
H -2.099 4.003 -6.620 0.342
H -3.451 2.927 -6.972 0.342
H -1.036 2.250 -5.210 0.213
H -1.265 1.687 -6.856 0.329
H -1.902 -0.086 -5.259 0.281
H -3.316 0.438 -6.172 0.339
```